181
Properties=species:S:1:pos:R:3 method="wB97M-V/def2-TZVPD" homo_energy_ev=-10.14 largest_force_ev_per_a=4.7 gap_ev=10.547 e_lumo_ev=0.41
C 1.9774 -4.3665 1.1042
Cl 1.6402 -5.2310 -0.4113
Cl 3.1776 -5.2776 2.1120
H 2.4749 -3.4025 0.9984
H 1.0158 -4.2811 1.6104
C -2.3114 -3.4648 -0.3641
Cl -3.9659 -3.7868 0.2877
Cl -2.2223 -3.8825 -2.1010
H -2.2212 -2.3820 -0.2772
H -1.4632 -3.8895 0.1729
C 0.9720 3.6399 -1.4405
Cl 2.2414 4.8853 -1.0992
Cl 0.8273 3.2387 -3.1329
H 1.3722 2.7895 -0.8884
H 0.0093 4.0006 -1.0784
C 0.3904 -0.3594 -10.4610
O 0.7018 0.4094 -9.2758
P 0.7444 -0.1526 -7.7394
O -0.1280 -1.2718 -7.3897
O 2.3383 -0.4291 -7.4729
C 2.9885 -1.5258 -7.9745
O 0.5035 1.1869 -6.8909
C 0.0148 1.2331 -5.5807
H 1.2427 -0.2860 -11.1365
H -0.3250 0.2116 -11.0529
H 0.0515 -1.3784 -10.2738
H 3.9617 -1.2781 -8.3984
H 2.5532 -2.1142 -8.7822
H 3.3079 -2.1351 -7.1290
H -0.3464 0.2473 -5.2876
H -0.8071 1.9465 -5.5197
H 0.8794 1.4763 -4.9631
C -3.9042 3.4219 -0.2709
O -3.8950 4.1901 0.9553
P -2.6754 3.9919 2.0395
O -1.3282 3.8251 1.3817
O -2.8032 5.2545 3.0933
C -2.2215 6.5204 2.6917
O -3.0737 2.7784 2.9692
C -4.1000 2.9203 4.0327
H -3.9728 4.1604 -1.0696
H -4.6590 2.6516 -0.4295
H -2.8722 3.1506 -0.4934
H -1.2545 6.6886 3.1658
H -2.9032 7.3414 2.9139
H -2.0349 6.4926 1.6181
H -4.9566 2.2655 3.8728
H -4.4543 3.9507 4.0026
H -3.6022 2.7648 4.9899
C 5.3123 -1.1198 -3.1362
O 5.1484 -2.5054 -2.9781
P 6.3164 -3.4346 -2.4367
O 7.7075 -2.8734 -2.7474
O 5.8538 -4.8784 -3.0327
C 6.5835 -6.0727 -2.9661
O 5.8567 -3.6100 -0.8306
C 6.5984 -4.4230 0.0788
H 4.3626 -0.5862 -3.1754
H 5.8931 -0.7480 -3.9803
H 5.8813 -0.7740 -2.2732
H 5.8177 -6.8420 -2.8670
H 7.2903 -6.2092 -2.1476
H 7.1321 -6.3427 -3.8685
H 7.1193 -3.9064 0.8849
H 7.4376 -5.0099 -0.2946
H 5.9666 -5.1453 0.5958
C -0.1711 1.0223 1.6945
O 0.0417 0.9360 0.2744
P 0.7231 -0.3534 -0.3878
O 0.3519 -1.7050 0.1790
O 2.3385 0.0290 -0.4893
C 3.1813 -0.6356 0.4278
O 0.2968 -0.2160 -1.9543
C -1.1054 -0.3924 -2.2027
H -1.2290 0.8766 1.9127
H 0.0825 1.9596 2.1898
H 0.4888 0.3049 2.1824
H 3.7432 -1.2811 -0.2472
H 2.7466 -1.3251 1.1514
H 3.8592 0.0421 0.9468
H -1.7766 -0.3805 -1.3440
H -1.3606 -1.3221 -2.7115
H -1.4224 0.4449 -2.8243
O 7.8193 -1.5451 5.1728
C 8.6623 -1.4728 4.2628
O 8.5336 -1.0605 2.9477
C 7.3419 -0.6696 2.4587
C 7.3218 -0.2996 0.9724
C 10.1315 -1.8076 4.5569
H 6.7959 0.0383 3.0823
H 6.6809 -1.5311 2.5543
H 7.6171 0.7362 0.8050
H 6.3891 -0.4739 0.4360
H 8.1319 -0.8568 0.5019
H 10.7390 -2.1256 3.7095
H 10.1571 -2.5812 5.3243
H 10.4920 -0.8318 4.8824
O -5.1511 -0.3156 3.6883
C -5.4132 -0.3508 2.4907
O -6.4106 -1.1258 1.9885
C -7.1459 -2.0995 2.8157
C -8.6272 -1.6948 3.1140
C -4.5523 0.4069 1.4558
H -6.7134 -2.3049 3.7950
H -7.2260 -3.0250 2.2456
H -9.2758 -2.4753 3.5118
H -9.1145 -1.2201 2.2624
H -8.6602 -0.9577 3.9163
H -3.5573 0.5659 1.8714
H -4.9918 1.3775 1.2258
H -4.6128 -0.2212 0.5671
O -4.7307 5.1450 -3.5477
C -4.7147 3.9343 -3.7274
O -5.7210 3.2324 -4.1797
C -7.0262 3.8417 -4.3682
C -7.0941 4.5245 -5.7111
C -3.4862 3.0324 -3.5551
H -7.3334 4.5250 -3.5764
H -7.7835 3.0644 -4.2666
H -6.4262 5.3834 -5.7762
H -8.0071 5.0926 -5.8894
H -6.9156 3.8394 -6.5400
H -3.7862 2.0191 -3.2882
H -2.7734 3.4162 -2.8252
H -2.9491 3.0122 -4.5034
O 2.6819 -1.6297 3.8141
C 3.7836 -1.3739 4.3233
O 4.4822 -0.1638 4.2374
C 3.8844 1.0436 3.9668
C 3.3888 1.6298 5.2345
C 4.4168 -2.4235 5.2043
H 3.1211 0.7827 3.2338
H 4.5981 1.6186 3.3767
H 2.3518 1.5756 5.5659
H 3.2738 2.6766 4.9534
H 4.1944 1.5743 5.9666
H 5.2464 -2.9187 4.6995
H 3.6073 -3.1295 5.3899
H 4.7639 -1.9697 6.1325
O -4.8698 -4.3468 5.1733
C -3.9569 -3.6270 5.6559
O -2.8601 -3.1510 5.0215
C -2.6920 -3.4535 3.6423
C -2.0717 -2.1118 3.1187
C -3.8580 -3.3355 7.0683
H -3.6172 -3.6894 3.1163
H -2.0098 -4.3036 3.6489
H -0.9881 -2.2265 3.1464
H -2.4186 -1.1565 3.5125
H -2.2499 -2.1009 2.0434
H -4.4727 -2.4598 7.2769
H -2.8099 -3.2225 7.3456
H -4.3544 -4.1233 7.6349
O -4.2952 -0.4566 -2.9627
C -5.3305 -0.9758 -3.3731
O -6.3496 -1.6622 -2.6288
C -6.1684 -1.9162 -1.2110
C -7.1076 -3.1169 -0.7810
C -5.7459 -0.7522 -4.8270
H -6.4175 -1.0278 -0.6308
H -5.1258 -2.1843 -1.0402
H -7.0045 -3.2302 0.2982
H -6.7578 -3.9691 -1.3637
H -8.0848 -2.7700 -1.1170
H -5.4775 0.1669 -5.3479
H -6.8270 -0.8767 -4.8885
H -5.3947 -1.5863 -5.4345
O 3.3746 6.5877 2.9596
C 2.6640 5.6477 2.5318
O 3.0429 4.4794 2.0182
C 4.5001 4.2092 2.0692
C 4.5099 3.0373 1.0862
C 1.1842 5.7303 2.4660
H 4.8437 3.9381 3.0674
H 5.0548 5.0199 1.5967
H 4.1882 3.5148 0.1607
H 3.7852 2.2638 1.3403
H 5.3807 2.4144 0.8815
H 0.8209 6.7280 2.7124
H 0.8455 5.0660 3.2610
H 0.7619 5.3332 1.5428

***

21
Properties=species:S:1:pos:R:3 method="wB97M-V/def2-TZVPD" homo_energy_ev=-6.79 largest_force_ev_per_a=1.2 gap_ev=6.502 e_lumo_ev=-0.29 e_above_lowest_kcal_mol=4.8
Na 3.2117 17.9877 -17.1791
C 1.8989 21.2280 -15.9683
C 3.0172 20.5181 -15.2166
O 3.9643 19.9472 -16.0390
H 2.2595 22.1605 -16.4087
H 1.1135 21.5373 -15.2591
H 1.4177 20.6550 -16.7661
H 2.5673 19.7957 -14.4927
H 3.4906 21.2787 -14.5655
O 3.7011 17.8958 -19.4628
H 4.5574 18.3095 -19.6184
H 3.2889 17.8418 -20.3292
O 4.7589 16.2756 -15.9096
H 4.7688 15.5724 -15.2547
H 4.8226 17.1008 -15.4045
O 0.7034 15.4246 -17.4090
H 0.1967 16.0942 -17.8774
H 0.9961 15.8713 -16.6076
O 1.8387 17.2683 -15.2926
H 1.8885 16.6930 -14.5226
H 1.3508 18.0410 -14.9781

***

18
Properties=species:S:1:pos:R:3 method="wB97M-V/def2-TZVPD" homo_energy_ev=-7.29 largest_force_ev_per_a=5.0 gap_ev=7.977 e_lumo_ev=0.69 e_above_lowest_kcal_mol=98.8
C -2.0559 -0.1484 1.4478
C -1.9657 -0.3267 -0.0493
P 0.1965 0.0012 -0.2528
C 0.4745 -0.8341 -1.8117
C 1.4150 1.4849 -0.2369
N 1.2571 -0.8709 0.7472
H -1.3828 -0.8026 1.9055
H -3.0872 -0.4548 1.8083
H -1.8588 0.7950 1.7543
H -2.3068 0.7063 -0.5737
H -0.3876 -1.2374 -2.2034
H 0.9939 -0.1460 -2.5803
H 1.3158 -1.6051 -1.5678
H 2.3892 1.2327 -0.7772
H 0.9806 2.3859 -0.9570
H 1.6887 1.8797 0.7451
H 0.7680 -1.7422 0.9900
H 1.5654 -0.3175 1.6121

***

13
Properties=species:S:1:pos:R:3 method="wB97M-V/def2-TZVPD" total_charge=-1 homo_energy_ev=-4.60 largest_force_ev_per_a=1.1 gap_ev=8.240 e_lumo_ev=3.64 e_above_lowest_kcal_mol=13.4
C 0.1902 1.2529 2.1537
C -0.9319 0.4412 1.5489
S -1.3620 0.8261 -0.1723
H 0.8222 0.5918 2.7436
H -0.2067 2.0837 2.7435
H 0.7306 1.7329 1.3488
H -0.5941 -0.5936 1.5132
H -1.8328 0.4344 2.1640
H -0.0884 0.4640 -0.7432
O 1.2000 -2.2427 -1.4314
C 1.3445 -1.1533 -0.8851
O 1.2381 0.0070 -1.3810
H 1.5401 -1.2003 0.2217

***

77
Properties=species:S:1:pos:R:3 method="wB97M-V/def2-TZVPD" homo_energy_ev=-6.21 largest_force_ev_per_a=0.3 gap_ev=6.230 e_lumo_ev=0.02 e_above_lowest_kcal_mol=9.5
Pt 0.7067 -0.7565 -0.3889
N 0.6692 -6.0254 0.7958
C 0.9673 -6.1382 2.1327
C 1.3282 -4.8812 2.5283
N 1.2667 -4.0111 1.4744
C 0.8615 -4.7178 0.4516
C 0.5704 -4.1739 -0.8753
N 0.5996 -2.9020 -1.2153
C 0.2586 -2.8505 -2.5451
C 0.0251 -4.1053 -3.0146
N 0.2384 -4.9420 -1.9459
H 0.3663 -6.7785 0.2053
H 0.9103 -7.0757 2.6559
H 1.6507 -4.5604 3.5039
H 0.2145 -1.9092 -3.0625
H -0.2546 -4.4739 -3.9845
H 0.0574 -5.9294 -1.9438
O -1.6134 -1.3835 -0.3477
S -1.7767 -2.3438 0.7958
C -3.3273 -1.8883 1.6026
C -3.1862 -0.6705 2.5084
C -2.7133 0.6229 1.8365
C -3.6180 1.0504 0.6905
S -2.8731 2.5058 -0.1828
O -1.4696 2.6122 0.2789
C -2.8225 1.7612 -1.8133
C -3.9801 1.6612 -2.5728
C -3.9103 1.0874 -3.8330
C -2.6879 0.6402 -4.3243
C -1.5405 0.7583 -3.5533
C -1.6010 1.3208 -2.2850
C -2.4256 -3.8463 0.0530
C -2.3828 -5.0381 0.7617
C -2.8861 -6.1905 0.1769
C -3.4206 -6.1423 -1.1066
C -3.4523 -4.9427 -1.8056
C -2.9487 -3.7847 -1.2281
H -3.6215 -2.7668 2.1819
H -4.0558 -1.7529 0.8002
H -2.5016 -0.9138 3.3249
H -4.1658 -0.5079 2.9700
H -1.6913 0.5310 1.4609
H -2.6871 1.4025 2.6005
H -4.5970 1.3869 1.0383
H -3.7450 0.2491 -0.0344
H -4.9246 2.0311 -2.1895
H -4.8035 1.0036 -4.4387
H -2.6333 0.2097 -5.3164
H -0.5867 0.4144 -3.9347
H -0.7264 1.3908 -1.6465
H -1.9391 -5.0672 1.7514
H -2.8670 -7.1257 0.7227
H -3.8184 -7.0418 -1.5589
H -3.8684 -4.9073 -2.8042
H -2.9367 -2.8391 -1.7567
C 2.2194 1.4358 -2.3691
C 2.2563 1.8301 -0.8921
C 3.7352 2.0228 -0.4998
C 1.6952 0.7281 -0.0043
C 1.4691 3.1109 -0.6155
C 0.6520 3.6976 -1.5762
C -0.0705 4.8508 -1.3005
C -0.0019 5.4373 -0.0488
C 0.7946 4.8541 0.9261
C 1.5177 3.7077 0.6436
H 2.8645 0.5701 -2.5195
H 2.5660 2.2526 -3.0075
H 1.2147 1.1410 -2.6747
H 4.2767 1.0874 -0.6548
H 3.8489 2.3056 0.5459
H 4.1965 2.7977 -1.1161
H 1.9830 0.9298 1.0380
H 0.5670 3.2566 -2.5593
H -0.6975 5.2839 -2.0704
H -0.5680 6.3336 0.1702
H 0.8487 5.2909 1.9155
H 2.1204 3.2640 1.4259